{
  "formula": "C2H4NO3",
  "method": "ωB97M-V/def2-TZVPD",
  "species": ["O", "C", "O", "H", "H", "N", "O", "H", "H", "C"],
  "coordinates": [[-0.585, -1.016, -0.719], [1.429, -1.924, 0.154], [-0.186, 1.351, -0.393], [-1.611, 0.272, 0.621], [-1.810, 0.537, -1.175], [0.438, -1.522, -0.261], [0.331, 1.706, 0.888], [2.332, -2.358, 0.509], [0.769, 2.557, 0.721], [-1.107, 0.398, -0.344]],
  "mulliken_charge": [-0.25, -0.10, -0.15, 0.37, 0.24, 0.34, -0.29, 0.54, 0.36, -0.07],
  "total_charge": 1,
  "e_lumo_ev": -4.445,
  "homo_lumo_gap_ev": 10.994,
  "de_lowest_kj_mol": 136.6,
  "homo_energy_ev": -15.4
}

---

{
  "formula": "C2H4NO4",
  "method": "ωB97M-V/def2-TZVPD",
  "species": ["H", "O", "O", "C", "N", "C", "O", "H", "H", "H", "O"],
  "coordinates": [[1.871, 1.267, -1.017], [-1.545, 1.201, 0.584], [0.780, -0.454, 1.162], [-1.767, 0.173, -0.005], [-0.913, -0.848, -0.324], [0.523, -0.972, 0.067], [1.208, -1.598, -0.749], [-1.075, -1.199, -1.221], [1.013, 1.540, 0.174], [-2.773, -0.127, -0.383], [1.437, 1.985, -0.569]],
  "mulliken_charge": [0.31, -0.50, -0.68, 0.03, -0.14, 0.46, -0.72, 0.24, 0.37, 0.31, -0.68],
  "total_charge": -1,
  "e_lumo_ev": 3.986,
  "homo_lumo_gap_ev": 8.998,
  "de_lowest_kj_mol": 97.4,
  "homo_energy_ev": -5.0
}

---

{
  "formula": "C2H4NOP",
  "method": "ωB97M-V/def2-TZVPD",
  "species": ["O", "H", "P", "H", "N", "H", "C", "H", "C"],
  "coordinates": [[-0.138, 1.640, 1.015], [-1.173, 0.883, -0.897], [-0.087, 0.601, -0.042], [-4.541, 0.640, -0.902], [-2.862, -0.668, -0.526], [-0.041, -1.391, -1.014], [-3.806, -0.020, -0.712], [1.026, -1.439, 0.480], [0.125, -1.069, 0.047]],
  "mulliken_charge": [-0.58, 0.04, 0.53, 0.31, -0.40, 0.25, 0.09, 0.32, -0.56],
  "e_lumo_ev": [-0.365, -0.365],
  "homo_lumo_gap_ev": [8.894, 8.895],
  "de_lowest_kj_mol": 220.0,
  "homo_energy_ev": [-9.3, -9.3]
}

---

{
  "formula": "C2H4NOS2",
  "method": "ωB97M-V/def2-TZVPD",
  "species": ["H", "O", "C", "H", "C", "S", "N", "H", "H", "S"],
  "coordinates": [[-0.239, -0.386, -1.493], [-1.374, -2.142, 0.917], [-0.273, -0.591, -0.486], [0.154, 0.513, 1.296], [-0.255, 0.702, 0.353], [-2.969, -0.167, -0.369], [-1.387, -1.566, -0.216], [0.680, -1.066, -0.384], [0.611, 1.310, -0.224], [-1.923, 1.435, 0.386]],
  "mulliken_charge": [0.36, -0.56, -0.71, 0.30, -0.35, -0.31, -0.09, 0.40, 0.20, -0.25],
  "total_charge": -1,
  "e_lumo_ev": 3.674,
  "homo_lumo_gap_ev": 6.293,
  "de_lowest_kj_mol": 287.1,
  "homo_energy_ev": -2.6
}

---

For each record above, in turn, the calculated calculated total energy values are -358.56794, -434.42992, -549.85678, -1004.90789 Ha.